Record 1
This record from OMol25 describes the molecule C4H11N3 in a non-equilibrium geometry. The level of theory is the ωB97M-V functional and the def2-TZVPD basis.

Each line ends with the Mulliken charge.
CARTESIAN COORDINATES (ANGSTROEM)
C (-0.06426, 0.81870, 2.61728)  -1.137
C (-0.72342, 0.14492, 1.35960)  -0.393
N (-0.17380, -1.04525, 0.81493)  -0.300
N (-0.92925, -1.47093, -0.34129)  -0.682
C (-0.54148, -0.81227, -1.43483)  0.034
N (0.24515, 0.25712, -1.36531)  -0.229
C (1.13230, 0.33088, -2.61247)  -0.746
H (0.08814, 0.21700, 3.44160)  0.359
H (-0.77278, 1.63762, 2.95283)  0.301
H (1.02349, 1.11438, 2.41022)  0.259
H (-1.83279, 0.04534, 1.54703)  0.385
H (-0.79807, 0.87054, 0.52107)  0.314
H (-0.12575, -1.75323, 1.60080)  0.319
H (-0.88915, -1.34995, -2.39531)  0.289
H (0.60122, 0.19768, -0.43210)  0.396
H (1.35843, 1.45767, -2.86140)  0.265
H (0.48645, -0.19490, -3.43061)  0.255
H (1.91558, -0.46534, -2.39204)  0.312

As for the multiplicity: 1. The energy above the lowest of the compared OMol25 structures with the same formula, charge and spin is 378.6 kJ/mol. Its structure (SMILES) is CCN/N=C\NC. The energy comes out at -323.162322 Eh. The calculation puts the HOMO-LUMO gap at 9.241 eV.

***

Record 2
This record from OMol25 describes the molecule C4H11N3 in a non-equilibrium geometry. The level of theory is the ωB97M-V functional and the def2-TZVPD basis.

Each line ends with the Mulliken charge.
CARTESIAN COORDINATES (ANGSTROEM)
H (-1.60989, 1.32316, -0.76523)  0.286
N (-2.36415, 1.42226, -0.08633)  -0.737
C (-1.90808, 1.20370, 1.08141)  0.053
N (-0.77579, 0.45192, 1.37762)  -0.194
C (-0.24290, -0.74837, 0.75792)  -0.693
C (1.23701, -0.67872, 0.35086)  -0.639
C (1.46134, 0.11665, -0.94836)  -0.471
N (0.74652, -0.48571, -2.05415)  -0.468
H (-2.38786, 1.62976, 1.96321)  0.333
H (-0.56065, 0.61583, 2.34974)  0.238
H (-0.81988, -1.00699, -0.13021)  0.404
H (-0.39073, -1.55997, 1.47004)  0.309
H (1.80109, -0.26523, 1.19280)  0.353
H (1.41930, -1.73453, 0.10672)  0.277
H (1.13104, 1.15757, -0.92637)  0.321
H (2.53417, 0.12226, -1.15114)  0.236
H (-0.00610, -0.07121, -2.57080)  0.212
H (0.73557, -1.49240, -2.01772)  0.180

As for the multiplicity: 1. The energy above the lowest of the compared OMol25 structures with the same formula, charge and spin is 183.5 kJ/mol. Its structure (SMILES) is [H]/N=C\NCCCN. The energy comes out at -323.236629 Eh. The calculation puts the HOMO-LUMO gap at 9.659 eV.

***

Record 3
This record from OMol25 describes a 3-piece molecular cluster, C4H11N3O overall. The level of theory is the ωB97M-V functional and the def2-TZVPD basis.

Each line ends with the Mulliken charge.
CARTESIAN COORDINATES (ANGSTROEM)
C (1.76079, -0.97552, -0.75460)  -0.801
C (2.23672, 0.26098, -0.01938)  0.607
N (1.37548, 1.29735, -0.09808)  -0.304
O (3.27192, 0.31236, 0.60990)  -0.648
H (2.49887, -1.77446, -0.64263)  0.298
H (1.62224, -0.74868, -1.81242)  0.323
H (0.81680, -1.30205, -0.33353)  0.120
H (0.54889, 1.27448, -0.69407)  0.295
H (1.66157, 2.17800, 0.29786)  0.195
C (-1.87801, 0.22868, -1.19920)  -0.299
N (-1.17624, 1.25158, -1.38905)  -0.537
H (-2.94803, 0.21289, -0.98959)  0.266
H (-1.40132, -0.73690, -1.30473)  0.280
H (-1.67132, 2.13817, -1.29795)  0.181
C (-1.51391, -1.04724, 2.07629)  -0.298
N (-1.41404, -0.08947, 1.27951)  -0.369
H (-2.34577, -1.73162, 1.95013)  0.241
H (-0.83179, -1.27356, 2.90004)  0.249
H (-0.61292, 0.52498, 1.42145)  0.202

As for the multiplicity: 1. The energy above the lowest of the compared OMol25 structures with the same formula, charge and spin is 200.0 kJ/mol. Its structure (SMILES) is CC(N)=O.C=N.C=N. The energy comes out at -398.477984 Eh. The calculation puts the HOMO-LUMO gap at 10.164 eV.

***

Record 4
This record from OMol25 describes the molecule C4H11N3O in a non-equilibrium geometry. The level of theory is the ωB97M-V functional and the def2-TZVPD basis.

Each line ends with the Mulliken charge.
CARTESIAN COORDINATES (ANGSTROEM)
N (0.48408, 2.19398, -1.20722)  -0.553
C (-0.19702, 2.44265, 0.15244)  -0.809
C (-0.44243, 1.10349, 0.86854)  -0.563
N (-0.95294, 0.05797, 0.00450)  -0.170
C (-0.39994, -1.13370, -0.36362)  0.561
O (-0.97394, -1.65772, -1.32270)  -0.684
C (0.56220, -1.98959, 0.45785)  -0.354
N (0.23296, -3.31405, 0.06099)  -0.535
H (1.19042, 1.45931, -1.16505)  0.181
H (1.10627, 2.98282, -1.30204)  0.246
H (0.29239, 3.19658, 0.61022)  0.505
H (-1.04351, 3.01113, -0.15285)  0.349
H (-1.18425, 1.25099, 1.60279)  0.309
H (0.59204, 0.74801, 1.14948)  0.307
H (-1.52005, 0.60732, -0.76670)  0.289
H (1.63217, -1.64222, 0.49135)  0.285
H (0.34989, -1.86978, 1.64641)  0.159
H (0.98310, -3.98543, -0.38173)  0.217
H (-0.71144, -3.46176, -0.38266)  0.260

As for the multiplicity: 1. The energy above the lowest of the compared OMol25 structures with the same formula, charge and spin is 293.3 kJ/mol. Its structure (SMILES) is NCCNC(=O)CN. The energy comes out at -398.442466 Eh. The calculation puts the HOMO-LUMO gap at 9.387 eV.